No. 1
{"formula": "C8H10AlN2S", "method": "the ωB97M-V functional and the def2-TZVPD basis", "elements": ["C", "C", "C", "C", "C", "Al", "N", "C", "C", "H", "H", "H", "H", "H", "H", "H", "H", "H", "H", "S", "C", "N"], "positions_angstrom": [[-1.431676, -0.826964, -0.073015], [-2.040387, 0.571355, -0.168681], [-2.524734, 0.899522, 1.161557], [-2.475558, -0.278192, 1.967160], [-1.900401, -1.319102, 1.224128], [-0.409610, 0.816909, 0.827163], [1.372638, -0.607902, -1.313899], [2.262858, -0.192426, -2.326005], [1.480348, 0.936669, -1.479717], [-3.017515, 1.825783, 1.410451], [-2.336225, 1.054260, -1.094693], [-2.893182, -0.382236, 2.965694], [-1.839125, -2.357046, 1.504982], [-1.227142, -1.430256, -0.945290], [0.408732, 1.207932, -1.973038], [1.873240, -0.437017, -3.334229], [2.028587, -1.146374, -0.437771], [2.053517, 1.709814, -0.827598], [3.406984, -0.132766, -2.280841], [1.096774, 0.513578, 2.403958], [2.551126, -0.022162, 1.658594], [3.560750, -0.403379, 1.131090]], "atomic_forces_ev_per_a": [[-1.5, 1.2, 1.4], [-1.6, -1.3, -1.4], [0.2, -0.1, -0.1], [-0.2, -1.0, -0.6], [-0.3, 0.6, -0.7], [0.2, 1.2, -0.9], [3.0, -1.3, 4.1], [0.3, 2.3, -1.1], [-1.0, -1.7, -1.8], [0.0, -0.1, 0.1], [0.1, 0.0, 0.1], [0.3, 0.1, -0.1], [0.3, 0.0, 0.4], [0.3, 0.1, 0.2], [2.9, -0.1, 1.4], [0.5, 0.4, 0.4], [-2.5, 2.7, -2.9], [-1.1, -1.9, -1.1], [-1.7, -0.4, 0.4], [2.7, -0.9, 1.5], [2.6, -1.1, -1.1], [-3.5, 1.4, 1.7]], "homo_ev": [-0.51, -1.11], "multiplicity": 1, "relative_energy_kcal_mol": 138.8, "charge": -1}


No. 2
{"formula": "C8H10AuCl3GeN2O2S2", "method": "the ωB97M-V functional and the def2-TZVPD basis", "elements": ["Au", "C", "O", "C", "C", "O", "C", "H", "H", "H", "H", "H", "H", "H", "H", "H", "H", "S", "C", "S", "C", "C", "N", "C", "N", "Cl", "Ge", "Cl", "Cl"], "positions_angstrom": [[-0.553470, -0.899945, 0.061053], [2.188909, -2.478398, -0.263647], [1.506384, -1.434576, 0.474030], [2.364212, -0.322381, 0.829430], [2.328362, 0.740261, -0.237697], [0.978511, 1.141187, -0.363277], [0.784138, 2.174368, -1.328249], [2.996717, -2.856992, 0.360198], [2.573404, -2.091214, -1.205082], [1.465905, -3.268331, -0.443662], [3.369321, -0.713364, 0.982824], [1.981286, 0.065706, 1.772988], [2.707987, 0.359911, -1.193550], [2.958056, 1.581299, 0.072038], [1.333247, 3.071730, -1.036418], [-0.280052, 2.394361, -1.353400], [1.114404, 1.845326, -2.316095], [-2.767137, -0.454784, 0.056670], [-2.603040, 0.348702, 1.600507], [-1.126118, -0.137859, 2.331893], [-3.552235, 1.195295, 2.145858], [-4.727511, 1.499167, 1.407844], [-5.643173, 1.742838, 0.753249], [-3.338847, 1.768497, 3.429162], [-3.129951, 2.247650, 4.455023], [-0.788694, -3.827595, -2.246777], [-0.724145, -1.710737, -2.243238], [1.018981, -1.044426, -3.278280], [-2.435453, -0.935694, -3.223397]], "atomic_forces_ev_per_a": [[0.2, 0.1, 0.2], [0.0, 0.0, 0.1], [-0.1, -0.2, -0.2], [0.0, 0.1, 0.0], [0.1, 0.0, 0.0], [0.1, 0.1, 0.0], [0.0, 0.0, 0.0], [0.0, 0.0, 0.0], [0.0, 0.0, 0.0], [0.0, 0.0, 0.0], [0.0, 0.0, 0.0], [0.0, 0.0, 0.0], [0.0, 0.0, 0.0], [0.0, 0.0, 0.0], [0.0, 0.0, 0.0], [0.0, 0.0, 0.0], [0.0, 0.0, 0.0], [0.0, -0.2, 0.5], [-1.4, 1.5, 0.5], [0.2, -0.5, 0.0], [1.1, -1.0, -0.8], [-0.4, 0.2, -0.3], [0.2, -0.1, 0.1], [0.1, 0.2, 0.3], [0.0, -0.2, -0.2], [0.0, 0.1, 0.1], [0.1, 0.0, -0.3], [-0.1, 0.0, 0.0], [0.0, 0.0, 0.0]], "homo_ev": [-12.79, -12.39], "multiplicity": 2, "relative_energy_kcal_mol": 12.4, "charge": 1}


No. 3
{"formula": "C8H10B2F14O4Sn", "method": "the ωB97M-V functional and the def2-TZVPD basis", "elements": ["Sn", "B", "F", "F", "F", "F", "B", "F", "F", "F", "F", "C", "C", "O", "C", "O", "C", "F", "F", "F", "H", "H", "H", "H", "H", "C", "C", "O", "C", "O", "C", "F", "F", "F", "H", "H", "H", "H", "H"], "positions_angstrom": [[-9.602210, -6.780390, -1.545470], [-9.799210, -3.375900, -0.415490], [-9.173250, -2.317630, 0.216280], [-9.119630, -3.878650, -1.491140], [-9.947170, -4.436530, 0.478360], [-11.079260, -3.039350, -0.635530], [-11.945300, -7.750310, 0.629450], [-10.876310, -8.389940, 1.118320], [-13.084810, -7.844320, 1.436220], [-11.546060, -6.519130, 0.504180], [-12.017360, -8.283890, -0.613540], [-9.113370, -1.666270, -4.909810], [-9.805370, -2.810250, -4.174240], [-10.629060, -3.474590, -5.074220], [-10.926160, -4.793070, -4.996000], [-10.449090, -5.620280, -4.175190], [-11.882770, -5.240170, -6.104870], [-11.401230, -6.268330, -6.772970], [-13.052200, -5.644080, -5.514190], [-12.138690, -4.214870, -6.887400], [-9.824590, -0.869770, -5.128570], [-8.655940, -1.974300, -5.850010], [-8.324420, -1.217510, -4.306270], [-10.411710, -2.385670, -3.374120], [-8.978770, -3.446170, -3.857310], [-12.173450, -12.123520, -1.157520], [-11.150660, -11.131880, -0.846910], [-9.969670, -11.561650, -1.369030], [-8.918580, -10.857260, -1.536190], [-8.864630, -9.660670, -1.300950], [-7.742740, -11.534880, -2.200140], [-6.655550, -11.484180, -1.486250], [-8.089040, -12.806490, -2.360530], [-7.571210, -10.984570, -3.363220], [-12.380200, -12.362710, -2.200660], [-13.142470, -11.770140, -0.805060], [-12.003300, -13.101300, -0.706870], [-11.109750, -10.920960, 0.221700], [-11.410710, -10.222230, -1.388230]], "atomic_forces_ev_per_a": [[-1.7, 0.8, 1.7], [-0.7, 1.1, 3.2], [0.9, 0.1, -0.4], [1.1, -1.2, -2.2], [1.1, -2.3, 0.7], [-2.0, 1.0, -2.0], [-2.0, -1.9, 2.5], [2.9, -2.4, 2.3], [0.3, -0.3, -0.8], [1.3, 5.7, -1.5], [-1.3, -0.9, -4.0], [-0.4, 0.5, -0.3], [2.2, 1.3, 0.6], [-2.2, -3.3, -1.4], [2.8, 0.2, 2.7], [-1.3, 2.0, -1.7], [-1.3, 0.1, 1.2], [0.2, 0.0, -0.3], [0.9, 0.3, -0.5], [-0.2, -0.2, -0.7], [0.0, 0.0, -0.1], [-0.1, -0.2, 0.0], [-0.1, -0.2, 0.2], [0.2, -0.5, 0.3], [-0.6, -0.3, 0.6], [-2.0, -1.8, -0.1], [-2.0, 2.3, 0.0], [3.0, -3.0, -0.8], [-0.9, 2.6, 0.7], [0.3, 0.7, -0.1], [-1.6, -1.5, 0.8], [1.1, 0.4, 0.6], [0.4, -0.9, -0.4], [0.6, 0.7, -1.6], [0.6, 0.5, -0.3], [0.0, 0.1, 0.3], [0.1, 0.1, 0.3], [0.4, 0.1, -0.1], [0.0, 0.3, 0.5]], "homo_ev": -11.59, "multiplicity": 1, "relative_energy_kcal_mol": 0.0}


No. 4
{"formula": "C8H10BBr4IO5", "method": "the ωB97M-V functional and the def2-TZVPD basis", "elements": ["O", "C", "O", "C", "O", "C", "B", "O", "O", "C", "I", "H", "H", "Br", "C", "C", "Br", "H", "H", "H", "H", "Br", "C", "C", "Br", "H", "H", "H", "H"], "positions_angstrom": [[0.840384, -2.240324, 2.569865], [0.427319, -1.739195, 1.493355], [-0.255724, -2.304904, 0.367134], [0.441048, -1.700261, -0.770704], [0.746091, -2.297659, -1.855971], [0.737279, -0.201478, -0.262527], [1.048832, 1.172420, -1.099384], [0.099188, 1.908162, -1.891246], [2.431360, 1.646790, -1.036214], [0.710237, -0.177915, 1.178582], [1.001430, 1.423234, 2.607251], [-0.732490, 2.097977, -1.399874], [2.893654, 1.073794, -0.378021], [-1.112594, -4.038773, -6.158446], [-0.042789, -2.424594, -6.394840], [1.245463, -2.501330, -5.608966], [0.938175, -2.183858, -3.698130], [-0.672801, -1.580873, -6.111301], [0.160900, -2.375299, -7.467261], [1.932314, -1.710595, -5.922825], [1.746160, -3.467123, -5.694221], [-1.063234, 0.639499, 5.533759], [-1.841042, 2.153614, 6.482892], [-2.077044, 3.317469, 5.551825], [-0.411615, 4.246898, 5.146601], [-1.171330, 2.389422, 7.310032], [-2.787724, 1.782790, 6.882181], [-2.712663, 4.066929, 6.027886], [-2.518784, 3.025180, 4.598569]], "atomic_forces_ev_per_a": [[-2.6, 1.1, -5.2], [1.6, 1.2, 4.3], [2.9, 0.1, -0.2], [0.5, 0.4, -1.0], [-2.9, 2.3, 14.0], [-0.2, 0.3, 2.6], [1.5, 1.1, -1.1], [1.2, -1.0, 2.3], [-3.0, -1.6, 0.6], [-0.6, -2.5, -4.2], [-0.2, -1.6, -1.5], [0.8, -0.5, -0.7], [-0.3, 0.6, -0.9], [-0.1, 0.1, 0.0], [0.3, -0.1, -0.6], [-0.2, 0.7, -0.1], [1.5, -0.3, -8.5], [0.1, -0.1, 0.1], [-0.1, 0.0, 0.1], [-0.1, -0.1, -0.2], [-0.2, 0.1, -0.1], [-0.1, 0.1, 0.3], [-0.2, -0.3, 0.0], [0.0, 0.2, 0.1], [0.0, -0.1, -0.1], [-0.1, 0.1, -0.2], [0.1, 0.1, -0.1], [0.1, -0.1, 0.0], [0.1, 0.0, 0.2]], "homo_ev": -9.02, "multiplicity": 1}


No. 5
{"formula": "C8H10BrF2NO2", "method": "the ωB97M-V functional and the def2-TZVPD basis", "elements": ["C", "C", "C", "C", "C", "C", "C", "C", "N", "O", "O", "F", "F", "Br", "H", "H", "H", "H", "H", "H", "H", "H", "H", "H"], "positions_angstrom": [[-1.783128, -0.390472, -0.897757], [-0.595789, -0.934162, -1.068397], [-2.127213, 0.624567, 0.114040], [0.512740, 0.875896, 0.290819], [0.570578, -0.676802, -0.116694], [-0.883186, 1.279636, 0.834633], [0.429895, -1.537294, 1.191940], [1.888077, -1.006500, -0.712216], [0.691014, 1.798515, -0.832035], [1.455066, 2.742667, -0.754769], [0.120289, 1.586892, -1.837802], [-0.836557, 1.073613, 2.138772], [-0.913548, 2.626754, 0.680150], [3.429715, -0.829736, 0.463938], [-2.772967, -0.619064, -1.348858], [-0.453822, -1.735805, -1.818383], [-2.901058, 1.408240, -0.038121], [-2.491338, 0.001085, 0.827155], [1.310005, 1.078522, 0.981482], [-0.624541, -1.874768, 1.246712], [0.634843, -0.896681, 1.984855], [1.218947, -2.344284, 1.173076], [2.189947, -0.230207, -1.456168], [1.932033, -2.020608, -1.046361]], "atomic_forces_ev_per_a": [[-1.7, 0.7, -0.9], [0.3, -1.5, -0.4], [2.5, 2.5, 0.7], [-0.8, -1.8, 0.0], [-1.0, 1.5, 0.9], [0.4, -0.1, -1.9], [-0.4, -0.8, -2.0], [1.3, 1.9, -1.2], [2.7, 1.3, -0.3], [0.5, -0.1, 1.5], [-2.3, -1.1, -2.6], [-0.6, -0.6, 1.7], [-0.8, 0.8, 0.1], [0.1, 0.0, 0.5], [1.4, -0.6, -0.7], [-0.1, 0.5, 0.5], [0.7, -0.6, -0.6], [-1.6, -1.6, 2.8], [0.0, 0.3, 0.5], [0.8, -0.2, 0.2], [0.4, 0.8, 1.7], [-1.3, 0.6, 0.1], [-0.5, -1.2, -0.1], [0.0, -0.4, -0.6]], "smiles": "C[C@@]1(CBr)C=CCC(F)(F)[C@@H]1[N+](=O)[O-]", "homo_ev": -9.79, "multiplicity": 1, "relative_energy_kcal_mol": 6.2}


No. 6
{"formula": "C8H10CaN4", "method": "the ωB97M-V functional and the def2-TZVPD basis", "elements": ["Ca", "C", "C", "C", "C", "C", "C", "H", "H", "H", "H", "H", "H", "N", "C", "N", "N", "C", "N", "H", "H", "H", "H"], "positions_angstrom": [[0.510183, -0.606666, -1.915195], [-1.186700, -2.584625, -2.749528], [-2.021017, -1.963453, -1.813969], [-1.678068, -1.970687, -0.460413], [-0.499556, -2.585559, -0.039920], [0.338249, -3.202652, -0.972946], [-0.008499, -3.206286, -2.327035], [-1.457933, -2.598298, -3.798567], [-2.947537, -1.507329, -2.139526], [-2.345744, -1.526514, 0.266057], [-0.244837, -2.609487, 1.011441], [1.247699, -3.694217, -0.649478], [0.633897, -3.694933, -3.051008], [-0.187530, 3.486285, 2.071650], [1.139693, 3.352808, 2.025655], [1.906568, 4.122756, 2.780955], [1.771914, 2.470690, 1.238392], [1.194082, 1.629597, 0.489834], [0.800402, 0.786124, -0.229951], [-0.641392, 4.162473, 2.662836], [-0.762908, 2.912864, 1.481501], [1.534374, 4.828870, 3.393014], [2.904661, 3.998240, 2.726201]], "atomic_forces_ev_per_a": [[-0.2, 0.0, 0.2], [0.0, 0.0, 0.0], [0.1, 0.0, -0.1], [0.0, 0.0, -0.1], [0.1, -0.1, 0.0], [0.0, 0.0, 0.0], [0.1, -0.1, -0.1], [-0.1, 0.0, 0.0], [0.0, 0.0, 0.0], [0.0, 0.0, 0.0], [0.0, 0.0, 0.0], [0.0, 0.0, 0.0], [0.0, -0.1, 0.0], [0.2, -0.2, -0.1], [0.0, 0.3, 0.2], [0.0, -0.1, -0.1], [-0.3, -0.1, -0.1], [0.3, -0.1, 0.1], [-0.1, 0.2, 0.0], [0.0, 0.0, 0.0], [-0.1, 0.0, 0.0], [0.0, 0.0, 0.0], [0.0, 0.0, 0.0]], "homo_ev": -16.32, "multiplicity": 1, "charge": 2}


Which formula does entry 5 have? C8H10BrF2NO2